No. 1
# C5H14N2O

A gas-phase ion, C5H14N2O (charge +2) in a non-equilibrium geometry (ωB97M-V/def2-TZVPD, OMol25).

```
! wB97M-V def2-TZVPD RIJCOSX def2/J DEFGRID3
* xyz 2 1
C -0.656 1.592 -0.532
O -0.394 2.982 -0.628
C 0.402 1.044 0.438
C 0.042 -0.393 0.891
C 0.121 -1.327 -0.273
C -0.025 -2.645 -0.164
N 0.236 -3.468 -1.399
N 0.367 1.935 1.682
H -1.659 1.543 -0.066
H -0.721 1.147 -1.529
H -1.113 3.429 -1.088
H 1.438 1.112 0.021
H -0.989 -0.354 1.305
H 0.695 -0.778 1.679
H 0.272 -0.969 -1.336
H -0.235 -3.187 0.737
H -0.435 -3.276 -2.157
H 0.218 -4.451 -1.077
H 1.246 -3.415 -1.623
H -0.456 1.813 2.275
H 0.454 2.899 1.357
H 1.179 1.769 2.294
*
```

The energy relative to the best compared isomer or geometry (same formula, charge and spin) is 0.437 eV. The HOMO energy is -17.85 eV. The calculation puts the energy at -10422.5838 eV.

Here are the Mulliken charges for atoms 1 to 2, given in e: C -0.553; O -0.538


No. 2
# C5H14N2O2

3 unconnected molecules or ions with the total composition C5H14N2O2 in a non-equilibrium geometry (ωB97M-V/def2-TZVPD, OMol25).

```
! wB97M-V def2-TZVPD RIJCOSX def2/J DEFGRID3
* xyz 0 1
C -0.126 0.371 -0.043
C 0.732 -0.469 -0.747
C 2.248 1.072 -0.406
C -1.774 -1.141 -0.377
C -2.750 -0.813 0.727
N -0.803 1.481 -0.579
N 3.246 0.503 0.408
O 0.054 0.385 1.320
O 1.250 -1.587 -0.180
H -0.736 0.795 1.696
H 1.059 -1.561 0.769
H 0.678 -0.510 -1.825
H -1.252 1.250 -1.455
H -0.237 2.317 -0.645
H 2.921 0.363 1.358
H 3.592 -0.376 0.041
H 2.541 1.164 -1.448
H 1.935 2.036 -0.010
H -2.172 -0.961 -1.377
H -1.370 -2.151 -0.315
H -3.030 0.246 0.704
H -2.319 -1.024 1.711
H -3.685 -1.390 0.672
*
```

The energy relative to the best compared isomer or geometry (same formula, charge and spin) is 5.547 eV. The HOMO energy is -6.07 eV. The calculation puts the energy at -12482.7814 eV.

Here are the Mulliken charges for atoms 1 to 2, given in e: C 0.389; C -0.471


Among the records above, which one has the lowest energy relative to the best compared isomer or geometry (same formula, charge and spin)?
C5H14N2O


Please write out number 2 again, unchanged.
# C5H14N2O2

3 unconnected molecules or ions with the total composition C5H14N2O2 in a non-equilibrium geometry (ωB97M-V/def2-TZVPD, OMol25).

```
! wB97M-V def2-TZVPD RIJCOSX def2/J DEFGRID3
* xyz 0 1
C -0.126 0.371 -0.043
C 0.732 -0.469 -0.747
C 2.248 1.072 -0.406
C -1.774 -1.141 -0.377
C -2.750 -0.813 0.727
N -0.803 1.481 -0.579
N 3.246 0.503 0.408
O 0.054 0.385 1.320
O 1.250 -1.587 -0.180
H -0.736 0.795 1.696
H 1.059 -1.561 0.769
H 0.678 -0.510 -1.825
H -1.252 1.250 -1.455
H -0.237 2.317 -0.645
H 2.921 0.363 1.358
H 3.592 -0.376 0.041
H 2.541 1.164 -1.448
H 1.935 2.036 -0.010
H -2.172 -0.961 -1.377
H -1.370 -2.151 -0.315
H -3.030 0.246 0.704
H -2.319 -1.024 1.711
H -3.685 -1.390 0.672
*
```

The energy relative to the best compared isomer or geometry (same formula, charge and spin) is 5.547 eV. The HOMO energy is -6.07 eV. The calculation puts the energy at -12482.7814 eV.

Here are the Mulliken charges for atoms 1 to 2, given in e: C 0.389; C -0.471


Please write out number 2 again, unchanged.
# C5H14N2O2

3 unconnected molecules or ions with the total composition C5H14N2O2 in a non-equilibrium geometry (ωB97M-V/def2-TZVPD, OMol25).

```
! wB97M-V def2-TZVPD RIJCOSX def2/J DEFGRID3
* xyz 0 1
C -0.126 0.371 -0.043
C 0.732 -0.469 -0.747
C 2.248 1.072 -0.406
C -1.774 -1.141 -0.377
C -2.750 -0.813 0.727
N -0.803 1.481 -0.579
N 3.246 0.503 0.408
O 0.054 0.385 1.320
O 1.250 -1.587 -0.180
H -0.736 0.795 1.696
H 1.059 -1.561 0.769
H 0.678 -0.510 -1.825
H -1.252 1.250 -1.455
H -0.237 2.317 -0.645
H 2.921 0.363 1.358
H 3.592 -0.376 0.041
H 2.541 1.164 -1.448
H 1.935 2.036 -0.010
H -2.172 -0.961 -1.377
H -1.370 -2.151 -0.315
H -3.030 0.246 0.704
H -2.319 -1.024 1.711
H -3.685 -1.390 0.672
*
```

The energy relative to the best compared isomer or geometry (same formula, charge and spin) is 5.547 eV. The HOMO energy is -6.07 eV. The calculation puts the energy at -12482.7814 eV.

Here are the Mulliken charges for atoms 1 to 2, given in e: C 0.389; C -0.471


Which formula does entry 2 have?
C5H14N2O2